Entry from OMol25: a cluster of 10 separate species, C3H24O10S in total in a non-equilibrium geometry (wB97M-V/def2-TZVPD).

Geometry (Å):
C -0.127 -0.929 -0.208
O 0.433 -0.246 0.905
C -1.276 -1.928 0.139
C -1.991 -2.223 -1.212
S -3.814 -1.635 -1.219
H -0.509 -0.071 -0.847
H 0.856 -1.219 -0.695
H -2.002 -1.396 0.744
H -0.894 -2.948 0.596
H -1.861 -3.280 -1.471
H -1.522 -1.826 -2.066
H 2.558 1.022 -2.160
H 0.978 1.245 -2.259
O 1.765 1.152 -2.715
H -3.553 0.891 -0.310
H -2.889 1.984 -0.901
O -3.247 1.797 -0.094
H 1.779 -3.073 2.068
H 2.052 -2.157 1.121
O 2.496 -2.928 1.507
H 1.788 0.136 1.549
H 3.049 -0.678 1.955
O 2.848 0.226 1.583
H -1.553 1.594 -2.960
H -1.637 3.015 -1.975
O -2.094 2.281 -2.515
H -2.007 1.640 1.119
H -0.587 1.132 1.532
O -1.154 1.850 1.576
H 0.236 -0.866 1.808
H 0.907 -0.824 3.584
O 0.673 -1.429 2.995
H 3.400 0.540 0.209
H 3.754 1.862 -0.158
O 3.670 1.074 -0.551
H -0.819 2.519 -0.047
H 0.420 1.566 -0.022
O -0.124 2.128 -0.605

Computed properties:
spin multiplicity	1
relative energy (zero: lowest compared OMol25 entry of this formula, charge and spin)	322.8	kJ/mol
energy	-1279.228397	Eh
HOMO	-0.759	eV
HOMO-LUMO gap	6.09	eV
net charge	-2
strongest force on any atom	0.1251	hartree/bohr